# C25H26N4PtSSe2

A structure of composition C25H26N4PtSSe2 (wB97M-V/def2-TZVPD, OMol25).

As for the expectation value of S²: 6.0680. The charge is +2. For the LUMO energy (spin up / spin down), the calculation gives -6.18 / -8.14 eV. The value obtained for the total energy is -6506.96301 Eh. Its spin multiplicity is 5.

CARTESIAN COORDINATES (ANGSTROEM)
Pt1 -0.82379 0.34820 -0.82752
N1 2.28601 1.20089 -3.93812
C1 1.42602 1.01482 -2.94808
S1 -0.20994 0.77060 -3.21752
N2 2.08436 1.09686 -1.70813
N3 1.33424 0.81511 -0.68602
C2 1.92543 0.87926 0.51931
C3 3.34874 1.12662 0.69672
C4 3.76810 2.12670 1.58436
C5 5.11606 2.39037 1.74250
C6 6.05490 1.63374 1.05193
C7 5.64799 0.62533 0.18628
C8 4.30196 0.38228 -0.01009
C9 1.03011 0.67389 1.67043
C10 1.53614 0.47969 2.95055
C11 0.65068 0.29413 4.00574
C12 -0.70535 0.28880 3.74883
C13 -1.13592 0.44805 2.43483
N4 -0.29879 0.63828 1.42735
H1 1.97861 1.18410 -4.89741
H2 3.25103 1.40731 -3.72827
H3 3.03686 2.72101 2.11812
H4 5.43731 3.18252 2.40462
H5 7.10973 1.83002 1.19050
H6 6.38448 0.03132 -0.33725
H7 3.98495 -0.40568 -0.67957
H8 2.60244 0.45494 3.11611
H9 1.02464 0.14483 5.00949
H10 -1.42882 0.14392 4.53887
H11 -2.18827 0.41517 2.18022
C14 -4.77570 1.11433 0.25279
Se1 -3.55401 0.47271 -1.12011
C15 -3.50129 2.07741 -2.22113
C16 -2.94724 3.30782 -1.53090
Se2 -1.11161 3.11201 -0.87779
C17 -1.44509 3.67867 0.94858
H12 -5.72927 1.31862 -0.22728
H13 -4.39928 2.00170 0.75398
H14 -4.89866 0.31081 0.97465
H15 -4.51891 2.27380 -2.56064
H16 -2.91710 1.80213 -3.09789
H17 -3.54077 3.58112 -0.66058
H18 -2.95500 4.15440 -2.21558
H19 -1.75468 4.72034 0.94158
H20 -0.51250 3.58457 1.49959
H21 -2.20908 3.05149 1.40098
C18 -0.94823 -1.63417 -0.85022
C19 -1.07333 -2.87215 -0.86996
C20 -1.23463 -4.24546 -0.88720
C21 -2.48756 -4.82229 -0.53811
C22 -2.64455 -6.18368 -0.56778
C23 -1.56901 -6.99546 -0.94382
C24 -0.32847 -6.45031 -1.29179
C25 -0.15490 -5.09081 -1.26611
H22 -3.30102 -4.16776 -0.25708
H23 -3.59224 -6.63271 -0.30599
H24 -1.70025 -8.06960 -0.96815
H25 0.48405 -7.10202 -1.58047
H26 0.79044 -4.63861 -1.53233

natural (NBO) population analysis, charges in e, atoms 1 to 4: number 1, Pt, carries 0.796; number 2, N, carries -0.699; number 3, C, carries 0.227; number 4, S, carries -0.055



# C48H80N4O20

A cluster of 10 separate species, C48H80N4O20 in total in a non-equilibrium geometry (wB97M-V/def2-TZVPD, OMol25).

The relative energy (zero: lowest compared OMol25 entry of this formula, charge and spin) is 392.5 kJ/mol. The charge is 0. As for the SMILES: O=[N+]([O-])c1ccccc1.O=[N+]([O-])c1ccccc1.O=[N+]([O-])c1ccccc1.O=[N+]([O-])c1ccccc1.COCCOC.COCCOC.COCCOC.COCCOC.COCCOC.COCCOC. For the LUMO energy, the calculation gives -0.71 eV. The value obtained for the total energy is -3599.96952 Eh.

CARTESIAN COORDINATES (ANGSTROEM)
C1 -7.22741 -8.54969 -9.68732
C2 -7.53272 -8.04190 -8.43107
C3 -6.78158 -6.94896 -7.95293
C4 -5.65860 -6.49837 -8.67003
C5 -5.41553 -7.01677 -9.92982
C6 -6.17467 -8.07890 -10.43953
N1 -4.86018 -5.40805 -8.05050
O1 -5.01052 -5.13310 -6.84752
O2 -4.23018 -4.74598 -8.85393
H1 -7.73318 -9.45981 -9.97414
H2 -8.32290 -8.42535 -7.80260
H3 -7.00344 -6.53448 -6.98063
H4 -4.70947 -6.60740 -10.63713
H5 -5.98683 -8.47530 -11.42643
C7 -5.01955 -7.99295 5.97716
C8 -4.27921 -8.25690 4.76813
C9 -2.96007 -7.87720 4.79230
C10 -2.38415 -7.23756 5.91607
C11 -3.15109 -6.99994 7.07070
C12 -4.49713 -7.32995 7.05835
N2 -0.93935 -6.85517 5.87041
O3 -0.60267 -6.08617 6.77502
O4 -0.16817 -7.21569 5.00143
H6 -6.02705 -8.37168 6.06605
H7 -4.59384 -8.72562 3.84741
H8 -2.31432 -8.17893 3.98091
H9 -2.74310 -6.48180 7.92596
H10 -5.00493 -7.18127 7.99986
C13 0.97412 -0.63285 -0.90474
C14 1.45612 0.40670 -0.16862
C15 1.13218 0.57819 1.16465
C16 0.33149 -0.37445 1.82917
C17 -0.07657 -1.52264 1.04620
C18 0.27111 -1.60827 -0.26422
N3 -0.16707 -0.12641 3.24321
O5 0.13203 0.93566 3.83707
O6 -0.93191 -0.99635 3.72411
H11 1.30952 -0.67190 -1.93060
H12 2.12712 1.10053 -0.65314
H13 1.42436 1.45032 1.73072
H14 -0.59281 -2.37340 1.46584
H15 0.05791 -2.52745 -0.78964
C19 0.92298 7.24606 10.72430
C20 2.27224 7.15929 11.09914
C21 2.61723 7.27883 12.41375
C22 1.63450 7.53460 13.40959
C23 0.30694 7.66397 13.05985
C24 -0.08145 7.50720 11.67658
N4 2.01895 7.57506 14.82881
O7 1.10870 7.67248 15.64550
O8 3.17060 7.74470 15.18747
H16 0.63387 7.15820 9.68743
H17 2.98079 6.74953 10.39454
H18 3.64093 7.13846 12.72795
H19 -0.54222 7.87332 13.69349
H20 -1.12940 7.57947 11.42563
C25 1.93798 -8.98236 -14.20080
O9 2.33879 -8.84311 -12.82416
C26 1.54830 -8.03058 -11.96080
C27 2.11584 -8.16459 -10.57962
O10 1.17466 -7.63399 -9.68715
C28 1.25531 -8.05665 -8.32985
H21 1.96625 -8.03705 -14.74273
H22 0.93424 -9.40171 -14.26966
H23 2.59618 -9.69205 -14.70203
H24 0.53626 -8.43281 -12.00652
H25 1.66528 -7.00666 -12.31577
H26 3.00596 -7.55179 -10.43726
H27 2.49362 -9.17907 -10.45231
H28 1.23394 -9.14602 -8.29947
H29 0.45805 -7.63048 -7.72087
H30 2.20277 -7.78011 -7.86731
C29 -7.12053 7.67353 4.57668
O11 -7.30207 6.90200 5.77711
C30 -6.51419 5.73398 5.84019
C31 -6.96216 4.57576 4.97084
O12 -8.33271 4.18741 5.07003
C32 -8.75228 3.81055 6.35673
H31 -6.12234 8.09031 4.44252
H32 -7.85961 8.47469 4.57745
H33 -7.31135 7.11454 3.66058
H34 -6.51241 5.42893 6.88663
H35 -5.49704 6.02383 5.57656
H36 -6.32603 3.69866 5.08974
H37 -6.76438 4.85800 3.93676
H38 -9.12674 4.67892 6.89877
H39 -8.00995 3.34100 7.00214
H40 -9.54159 3.07574 6.19816
C33 14.24840 -1.94141 -8.01269
O13 12.83985 -1.90053 -7.85395
C34 12.40927 -2.50121 -6.64893
C35 10.87471 -2.32585 -6.52356
O14 10.63083 -1.95044 -5.17998
C36 9.49180 -1.14688 -5.02601
H41 14.53457 -2.99213 -7.96584
H42 14.78002 -1.34186 -7.27377
H43 14.50390 -1.52774 -8.98824
H44 13.01987 -2.08556 -5.84736
H45 12.70741 -3.54963 -6.65324
H46 10.34364 -3.24925 -6.75466
H47 10.51316 -1.56574 -7.21612
H48 9.44943 -0.08871 -5.28407
H49 9.24191 -1.10859 -3.96574
H50 8.68763 -1.74322 -5.45706
C37 1.73538 8.57255 1.78480
O15 1.01802 7.93430 0.84983
C38 -0.17212 8.55330 0.48907
C39 -1.14209 7.52519 -0.09379
O16 -2.49451 7.81379 -0.05420
C40 -2.88972 9.04518 -0.64893
H51 1.08986 8.57727 2.66309
H52 1.89601 9.61495 1.50967
H53 2.71205 8.16059 2.03879
H54 0.09168 9.35641 -0.19905
H55 -0.64688 9.00629 1.35942
H56 -0.93688 6.52060 0.27605
H57 -0.94254 7.35866 -1.15234
H58 -2.45640 9.87457 -0.08996
H59 -3.96358 9.10238 -0.47099
H60 -2.72084 9.24257 -1.70752
C41 -1.37938 -2.34920 13.91145
O17 -2.78642 -1.95574 13.85655
C42 -3.02974 -0.75385 13.00404
C43 -2.37929 0.59419 13.40299
O18 -2.31657 0.98907 14.77708
C44 -3.57043 1.25280 15.33820
H61 -0.89260 -2.38594 12.93688
H62 -1.27259 -3.30795 14.41889
H63 -0.91894 -1.52685 14.45901
H64 -4.10225 -0.56822 12.94613
H65 -2.64306 -1.07984 12.03848
H66 -2.83513 1.37065 12.78865
H67 -1.35134 0.59503 13.04047
H68 -3.36213 1.30743 16.40671
H69 -4.38524 0.53464 15.24634
H70 -3.90808 2.25962 15.09243
C45 3.09460 1.32438 -10.19639
O19 4.39140 1.94204 -10.02383
C46 4.24599 3.32714 -9.81077
C47 4.16159 4.12314 -11.11704
O20 3.26335 3.65132 -12.13165
C48 3.18796 4.58896 -13.17114
H71 2.40358 1.41120 -9.35791
H72 3.40645 0.28261 -10.27104
H73 2.52561 1.47688 -11.11350
H74 5.15552 3.47597 -9.22879
H75 3.36321 3.46147 -9.18566
H76 5.05679 4.07044 -11.73668
H77 3.91410 5.14876 -10.84327
H78 2.46933 4.28864 -13.93369
H79 4.09429 4.73836 -13.75795
H80 2.86736 5.57086 -12.82300

Löwdin population analysis, charges in e, atoms 1 to 4: number 1, C, carries -0.092; number 2, C, carries -0.057; number 3, C, carries 0.004; number 4, C, carries -0.136